Entry 1:
Below is the molecule C2H5NO2S at a distorted geometry, with properties calculated with ωB97M-V/def2-TZVPD.

The value obtained for the LUMO energy is 0.5 eV. As for the largest force on an atom: 2.9 eV Å⁻¹. The multiplicity is 1. The calculation puts the electronic energy at -18573.796 eV. As for the charge: 0.

XYZ file:
```
11
Properties=species:S:1:pos:R:3:forces:R:3:mulliken_charge:R:1
C 2.119 -0.607 0.646 -0.628 2.754 -0.527 -0.5060
O 0.985 -1.477 0.503 1.223 -1.019 -0.776 -0.2866
S -0.519 -0.959 0.668 -1.780 1.621 -0.410 -0.0640
C -1.143 0.374 -0.791 1.209 -0.750 1.490 0.5536
N -2.317 0.968 -0.408 0.726 0.143 -1.468 -0.4145
O -0.461 0.654 -1.721 -0.104 -0.159 -0.303 -0.4796
H 3.077 -1.062 1.090 -1.966 0.359 -0.579 0.2359
H 1.688 0.307 1.185 1.200 -1.188 0.093 0.2437
H 2.294 -0.143 -0.371 0.367 -0.898 0.909 0.2528
H -2.912 1.368 -1.133 0.549 -0.094 0.140 0.2557
H -2.811 0.577 0.333 -0.795 -0.768 1.431 0.2089
```
Positions in Å, forces in eV/Å.


Entry 2:
Below is a cluster of 2 separate species, C2H5NO2S in total at a distorted geometry, with properties calculated with ωB97M-V/def2-TZVPD.

The value obtained for the LUMO energy (alpha / beta) is 0.6 / -2.3 eV. As for the largest force on an atom: 2.3 eV Å⁻¹. The multiplicity is 3. The calculation puts the electronic energy at -18569.689 eV. As for the charge: 0. The expectation value of S² is 2.010.

XYZ file:
```
11
Properties=species:S:1:pos:R:3:forces:R:3:lowdin_spin:R:1
C -2.012 0.919 0.138 -2.197 -0.188 0.565 0.7606
C 1.284 -0.318 -0.192 1.704 0.821 1.060 0.0838
N -0.065 -0.209 0.023 -0.524 -1.340 -0.404 0.6039
O -0.642 -1.434 -0.058 -0.310 2.220 0.405 0.2565
O 1.881 -1.368 -0.229 -0.130 -0.766 -0.501 0.1290
S 2.244 1.226 -0.076 -1.021 -1.027 -0.238 0.0318
H -2.634 0.068 0.551 0.950 1.127 -1.219 0.0401
H -1.715 1.643 0.844 0.245 0.663 0.808 0.0484
H -1.680 1.150 -0.860 -0.665 -0.517 -0.183 0.0389
H 0.100 -2.023 -0.126 1.237 -1.424 -0.293 0.0039
H 3.239 0.345 -0.015 0.710 0.431 0.000 0.0030
```
Positions in Å, forces in eV/Å.


Entry 3:
Below is the molecule C2H5NO2S2 at a distorted geometry, with properties calculated with ωB97M-V/def2-TZVPD.

The value obtained for the LUMO energy (alpha / beta) is -2.8 / -2.8 eV. As for the largest force on an atom: 2.5 eV Å⁻¹. The multiplicity is 1. The calculation puts the electronic energy at -29404.549 eV. As for the charge: 0.

XYZ file:
```
12
Properties=species:S:1:pos:R:3:forces:R:3:mulliken_charge:R:1
C 0.223 -0.874 -0.127 -2.217 -0.156 1.089 -0.4052
C 0.288 0.386 0.591 -0.398 0.800 0.006 -0.3731
N -2.379 -1.172 1.053 1.545 0.536 -0.705 -0.4064
O -4.011 0.617 0.302 0.065 0.134 -0.351 -0.4730
O -2.493 -0.408 -1.374 -0.439 0.561 -0.153 -0.5217
S -1.041 1.601 0.213 0.781 0.331 0.348 -0.1580
S -2.887 -0.226 0.010 -0.060 -1.800 0.379 0.7967
H 0.689 -1.747 0.290 0.288 -0.232 0.035 0.2583
H -0.258 -0.945 -1.088 0.035 -0.017 -0.289 0.3419
H 0.246 0.233 1.674 0.076 -0.051 -0.142 0.3361
H 1.227 0.915 0.374 0.177 -0.205 -0.002 0.3994
H -1.019 1.459 -1.111 0.148 0.099 -0.214 0.2050
```
Positions in Å, forces in eV/Å.


Entry 4:
Below is a cluster of 2 separate species, C2H5NO3S in total at a distorted geometry, with properties calculated with ωB97M-V/def2-TZVPD.

The value obtained for the LUMO energy is 0.3 eV. As for the largest force on an atom: 3.5 eV Å⁻¹. The multiplicity is 1. The calculation puts the electronic energy at -20622.440 eV. As for the charge: 0.

XYZ file:
```
12
Properties=species:S:1:pos:R:3:forces:R:3:mulliken_charge:R:1
H 3.178 0.703 1.909 -0.252 0.999 -0.826 0.2978
N 2.537 1.238 1.261 2.494 0.572 1.298 -0.5517
C 1.590 0.476 1.115 -2.143 -2.362 -0.080 0.3665
O 1.517 -0.762 1.666 -2.784 -1.493 -0.619 -0.5744
C 0.355 0.789 0.323 -1.110 -0.517 -0.324 0.6838
O -0.448 -0.082 0.010 0.863 1.296 0.255 -0.5875
O 0.249 2.090 0.115 0.860 -0.090 0.302 -0.3870
H 0.583 -1.217 1.413 3.031 1.692 0.548 0.4020
H -0.517 2.334 -0.387 -0.984 -0.086 -0.579 0.3570
S -3.366 -2.146 -2.076 0.417 1.006 0.253 -0.2908
H -2.972 -2.507 -3.304 0.123 0.250 0.013 0.1395
H -2.705 -0.916 -2.045 -0.515 -1.266 -0.240 0.1447
```
Positions in Å, forces in eV/Å.


Entry 5:
Below is a cluster of 3 separate species, C2H5NO3S in total at a distorted geometry, with properties calculated with ωB97M-V/def2-TZVPD.

The value obtained for the LUMO energy is 0.5 eV. As for the largest force on an atom: 3.5 eV Å⁻¹. The multiplicity is 1. The calculation puts the electronic energy at -20621.378 eV. As for the charge: 0.

XYZ file:
```
12
Properties=species:S:1:pos:R:3:forces:R:3:mulliken_charge:R:1
C 1.792 -2.894 -1.327 -1.069 0.583 0.271 0.6924
C -0.685 1.248 -0.564 -0.359 0.799 -0.311 -0.0991
N -0.596 1.788 0.627 -0.327 -0.083 -2.274 -0.1834
O 2.841 -2.794 -1.769 1.732 -0.174 -0.638 -0.3442
O 0.723 -2.914 -0.897 -0.697 -0.404 0.384 -0.3485
O 0.038 -0.950 1.795 -0.599 0.939 -0.500 -0.6357
S -1.103 2.124 -1.918 -0.996 1.696 -1.206 -0.2416
H -0.516 1.070 1.247 0.869 -1.510 3.040 0.3073
H 0.477 -1.612 2.305 0.247 -0.735 0.429 0.2896
H -0.548 2.748 0.861 -0.316 1.000 0.323 0.1733
H -0.744 -1.346 1.389 0.312 -0.162 0.039 0.3164
H -1.678 3.532 -1.749 1.202 -1.949 0.442 0.0735
```
Positions in Å, forces in eV/Å.


Entry 6:
Below is the molecule C2H5NO4 at a distorted geometry, with properties calculated with ωB97M-V/def2-TZVPD.

The value obtained for the LUMO energy is 0.5 eV. As for the largest force on an atom: 7.1 eV Å⁻¹. The multiplicity is 1. The calculation puts the electronic energy at -11830.079 eV. As for the charge: 0.

XYZ file:
```
12
Properties=species:S:1:pos:R:3:forces:R:3:mulliken_charge:R:1
C -1.342 0.277 0.767 2.258 1.550 -6.602 -1.3310
C 0.154 0.114 0.512 -1.228 -0.145 -0.577 0.4043
O 0.824 -0.685 1.402 0.431 -0.004 0.054 -0.5202
O 0.209 -0.525 -0.962 -0.254 0.483 1.829 -0.3471
N 1.196 -0.073 -1.840 -0.970 -0.302 1.592 1.1324
O 1.817 0.869 -1.515 1.300 2.186 0.932 -0.5591
O 1.294 -0.691 -2.827 -0.286 -1.564 -1.815 -0.5868
H -1.569 0.760 1.601 -0.688 2.259 3.671 0.4486
H -1.729 -0.644 0.747 -2.059 -3.496 -0.093 0.4223
H -1.700 0.878 -0.203 0.353 -1.285 2.348 0.2773
H 0.499 1.152 0.481 1.186 -0.749 -0.272 0.3103
H 0.346 -1.431 1.838 -0.044 1.067 -1.067 0.3491
```
Positions in Å, forces in eV/Å.


Entry 7:
Below is a cluster of 2 separate species, C2H5NO4 in total at a distorted geometry, with properties calculated with ωB97M-V/def2-TZVPD.

The value obtained for the LUMO energy is 0.3 eV. As for the largest force on an atom: 3.7 eV Å⁻¹. The multiplicity is 1. The calculation puts the electronic energy at -11834.524 eV. As for the charge: 0.

XYZ file:
```
12
Properties=species:S:1:pos:R:3:forces:R:3:mulliken_charge:R:1
O 0.882 -1.507 -0.742 0.464 1.714 -0.565 -0.5327
C 1.036 -0.439 -0.149 -1.350 -3.230 1.059 0.0949
N 0.343 0.704 -0.358 -0.085 0.172 -2.076 -0.1917
C -0.174 1.003 -1.678 -2.256 1.361 0.814 0.5127
O -0.142 2.135 -2.060 0.770 -0.377 -0.381 -0.4793
O -1.019 0.126 -2.244 0.678 -0.515 0.308 -0.4170
H 1.589 -0.506 0.769 0.704 0.617 0.646 0.4102
H -0.226 1.150 0.341 0.710 0.274 0.509 0.2565
H -1.087 -0.672 -1.692 0.366 -0.027 -0.308 0.3464
O -0.491 -1.491 5.381 -2.791 0.008 1.574 -0.6406
H -1.330 -1.867 5.811 1.858 -0.256 -1.107 0.3254
H -0.738 -0.591 5.657 0.932 0.259 -0.473 0.3154
```
Positions in Å, forces in eV/Å.


Entry 8:
Below is the ion C2H5NO4P with charge -1, with properties calculated with ωB97M-V/def2-TZVPD.

The value obtained for the LUMO energy is 3.7 eV. As for the largest force on an atom: 0.5 eV Å⁻¹. The multiplicity is 1. The calculation puts the electronic energy at -21127.381 eV. As for the charge: -1.

XYZ file:
```
13
Properties=species:S:1:pos:R:3:forces:R:3:mulliken_charge:R:1
O -1.158 1.063 1.788 0.158 0.019 0.177 -0.7417
C -0.908 1.724 0.757 -0.315 -0.249 -0.244 0.6379
O -0.832 2.951 0.581 0.059 0.199 0.076 -0.7343
C -0.746 0.872 -0.539 -0.060 -0.110 -0.179 -0.5314
N -0.498 -0.551 -0.232 0.534 0.049 -0.013 -0.2087
P 0.959 -1.178 -0.774 -0.111 -0.004 0.051 0.0951
O 2.109 -0.803 0.356 0.153 0.164 -0.008 -0.4507
O 0.810 -2.710 -0.163 -0.214 -0.069 -0.209 -0.4978
H 0.055 1.314 -1.140 -0.013 -0.089 0.034 0.2326
H -1.666 0.965 -1.126 0.043 0.079 0.102 0.1813
H -0.604 -0.641 0.785 -0.269 0.097 0.061 0.3672
H 2.558 0.009 0.089 -0.032 -0.061 0.057 0.3170
H -0.080 -3.014 -0.383 0.067 -0.023 0.095 0.3335
```
Positions in Å, forces in eV/Å.